Record 1
Molecular formula: C5H7NO
Method: DFT, ωB97M-V/def2-TZVPD

Structure (XYZ):
```
14
Properties=species:S:1:pos:R:3:forces:R:3:lowdin_charge:R:1
C 0.1213 0.0505 1.8862 0.01 0.03 0.15 -0.0171
N 0.1584 0.1492 0.4440 -0.10 -0.04 -0.16 -0.1081
C 1.0263 0.9041 -0.3147 0.04 0.04 -0.01 -0.1099
C 0.7147 0.7185 -1.6352 0.04 0.03 0.02 -0.1061
C -0.3933 -0.1786 -1.6975 -0.07 -0.05 0.02 -0.0445
C -0.6927 -0.5047 -0.3983 0.23 0.18 -0.02 -0.3646
O -1.6458 -1.2986 0.1693 0.00 -0.14 -0.11 0.0634
H 0.5137 -0.9109 2.2330 -0.05 0.12 -0.06 0.0931
H -0.9061 0.1569 2.2424 0.15 -0.01 -0.03 0.0921
H 0.7264 0.8562 2.3064 -0.07 -0.12 -0.06 0.0889
H 1.7891 1.5044 0.1621 -0.14 -0.07 -0.09 0.1097
H 1.2135 1.1842 -2.4750 -0.08 -0.09 0.15 0.0909
H -0.9178 -0.5175 -2.5812 0.09 0.02 0.16 0.0986
H -1.7078 -2.1135 -0.3413 -0.07 0.10 0.04 0.1136
```
Forces are in eV/Å.

The SMILES is Cn1cccc1O. The calculation puts the molar mass at 97.1 g/mol. For the LUMO energy, the calculation gives 0.78 eV. The energy above the lowest of the compared OMol25 structures with the same formula, charge and spin comes out at 0.664 eV.

***

Record 2
Molecular formula: C37H52N6O6PSiTeY
Method: DFT, ωB97M-V/def2-TZVPD

Structure (XYZ):
```
105
Properties=species:S:1:pos:R:3:forces:R:3:lowdin_charge:R:1
Y 0.7462 0.8538 -0.1496 1.08 -0.57 -2.94 1.3456
O 3.2474 4.2603 2.0349 0.08 0.05 -0.14 0.0267
C 2.1771 4.8460 2.5965 -0.34 0.04 -0.07 -0.2704
C 2.3873 5.8271 3.5675 0.14 -0.04 -0.03 -0.0140
C 1.3233 6.5124 4.1143 0.08 -0.09 -0.02 -0.0850
C 0.0203 6.1956 3.7469 -0.14 0.04 0.07 -0.0963
C -0.2020 5.2029 2.8188 0.11 0.09 0.03 -0.0360
C 0.8617 4.5314 2.2100 0.28 -0.03 0.21 -0.0849
C 0.5896 3.5599 1.1349 -0.60 0.01 -0.81 -0.4411
O 1.5369 2.8588 0.6054 0.00 0.75 -0.08 -0.2742
N -0.6584 3.5276 0.7209 -0.25 0.49 0.54 0.0437
N -0.8938 2.7209 -0.3534 -0.72 -0.02 -0.34 -0.0428
C -2.0924 2.8511 -0.8168 0.67 0.37 0.87 -0.0630
C -2.5838 2.2962 -2.0531 -0.57 -0.37 -0.87 -0.2613
C -3.9452 2.4506 -2.3579 0.36 -0.10 0.18 -0.0168
C -4.4204 2.0050 -3.5742 0.12 -0.11 -0.22 -0.0618
C -3.5295 1.4243 -4.4672 -0.12 0.05 0.16 -0.0553
C -2.2015 1.3185 -4.0818 -0.11 -0.04 -0.18 -0.1482
N -1.7337 1.7400 -2.9225 -0.19 0.18 0.29 0.1016
H 2.8973 3.6228 1.3721 0.05 -0.09 0.20 0.0345
H 3.4035 6.0403 3.8631 0.10 0.06 -0.03 0.1158
H 1.5050 7.3060 4.8260 0.04 -0.01 0.08 0.1023
H -0.8107 6.7348 4.1778 -0.06 -0.01 0.04 0.0965
H -1.2017 4.9412 2.5139 -0.08 0.00 -0.03 0.1038
H -2.7862 3.5030 -0.2813 0.19 -0.01 0.03 0.1266
H -4.6066 2.9122 -1.6409 -0.05 0.05 0.08 0.1119
H -5.4657 2.1130 -3.8266 -0.05 -0.01 -0.02 0.1098
H -3.8496 1.0611 -5.4312 -0.03 -0.02 -0.07 0.1057
H -1.4678 0.8801 -4.7497 -0.02 -0.05 -0.11 0.1094
N 2.1544 -1.2275 -0.3777 0.16 -0.60 0.33 -0.0622
C 3.1004 -1.1812 -1.4963 0.27 0.18 -0.04 -0.2296
C 4.0423 0.0206 -1.3321 -0.26 -0.47 -0.02 -0.2104
N 3.3063 1.2632 -1.0933 0.27 0.32 0.48 -0.1417
C 3.3261 2.2129 -2.1992 -0.22 -0.04 -0.41 -0.2111
C 2.2633 1.8012 -3.2201 0.44 0.19 0.28 -0.2252
N 0.9912 1.6919 -2.5100 -0.07 0.16 -0.52 -0.0480
H 1.4965 -1.9981 -0.5311 0.26 0.23 0.02 0.0469
H 2.6772 -1.4523 0.4765 -0.33 0.19 -0.22 0.0258
H 3.7119 -2.0932 -1.5549 -0.16 0.08 -0.11 0.1240
H 2.5171 -1.1071 -2.4155 0.09 0.04 -0.02 0.0890
H 4.6915 -0.1850 -0.4748 -0.03 0.10 -0.08 0.1016
H 4.6747 0.1068 -2.2223 0.05 -0.02 0.04 0.1185
H 3.7027 1.7221 -0.2750 -0.22 -0.16 -0.13 0.0361
H 3.0772 3.2023 -1.8036 0.01 -0.08 0.01 0.1200
H 4.3138 2.2759 -2.6788 -0.08 0.02 0.05 0.1176
H 2.2389 2.5268 -4.0460 -0.02 -0.18 0.09 0.1177
H 2.5294 0.8259 -3.6333 -0.07 0.01 -0.06 0.1062
H 0.5765 2.6188 -2.4089 -0.01 -0.23 -0.05 0.0793
H 0.2966 1.1560 -3.0304 0.13 0.22 0.26 0.0486
C 2.1116 -2.3946 4.1252 -0.18 0.05 -0.27 -0.1047
C 0.7892 -2.4853 3.3823 0.13 -0.59 0.47 -0.2722
O 0.6090 -1.4766 2.3931 0.11 1.03 0.00 -0.2887
P 0.8072 0.0974 2.6783 -0.12 -1.11 1.61 0.1748
O -0.1622 0.8098 1.7653 -0.52 -0.14 0.84 -0.4414
Te 3.0550 0.6916 2.2977 0.19 -0.31 0.64 0.7726
O 0.2782 0.2401 4.2004 0.50 -0.58 -1.05 -0.2559
C 0.0581 1.5637 4.6833 -0.16 0.80 0.48 -0.2744
C 1.3162 2.1646 5.2903 -0.18 -0.21 -0.18 -0.0845
H 2.1803 -3.2198 4.8279 -0.01 -0.13 0.11 0.0787
H 2.1611 -1.4575 4.6737 0.14 0.00 0.12 0.0482
H 2.9550 -2.4377 3.4377 0.03 -0.01 0.03 0.0553
H -0.0407 -2.4224 4.0929 0.02 -0.06 -0.15 0.1122
H 0.7165 -3.4302 2.8320 -0.09 0.18 0.13 0.1209
H -0.7321 1.4681 5.4369 0.11 0.04 -0.19 0.1239
H -0.3131 2.1930 3.8658 -0.05 -0.06 0.12 0.1022
H 1.7094 1.5065 6.0603 0.06 -0.06 0.13 0.0782
H 1.0901 3.1311 5.7309 -0.06 0.16 0.04 0.0780
H 2.0780 2.2919 4.5238 0.02 0.11 0.09 -0.0011
C -3.1198 -3.9767 -2.0893 0.20 0.18 0.17 -0.0897
C -2.6772 -2.5391 -2.3761 0.14 0.18 0.05 -0.5888
C -3.8505 -1.6030 -2.0898 0.24 0.02 0.17 -0.0838
C -2.3212 -2.4373 -3.8569 0.14 -0.01 0.18 -0.0963
Si -1.1770 -2.0815 -1.2273 -0.65 -1.35 -0.04 0.4758
O -0.5735 -0.6219 -1.2444 0.34 1.31 0.12 -0.4094
C 0.2099 -3.2761 -1.8338 -0.50 0.18 0.28 -0.2298
C 0.7908 -2.9719 -3.0653 -0.06 0.08 -0.02 -0.1391
C 1.7113 -3.8082 -3.6687 0.04 0.00 -0.18 -0.0881
C 2.0888 -4.9837 -3.0433 0.09 -0.02 -0.01 -0.0919
C 1.5567 -5.2902 -1.8042 0.10 -0.19 0.09 -0.0840
C 0.6323 -4.4456 -1.2094 -0.09 -0.04 0.09 -0.0929
C -1.8360 -2.4410 0.5221 0.24 0.04 -0.49 -0.2081
C -1.9681 -3.6879 1.1198 0.08 -0.20 -0.04 -0.1134
C -2.4350 -3.8226 2.4156 0.01 -0.19 0.14 -0.0939
C -2.7766 -2.6996 3.1500 -0.06 0.03 0.07 -0.0991
C -2.7036 -1.4507 2.5554 -0.12 0.08 0.11 -0.0801
C -2.2534 -1.3340 1.2537 -0.10 0.15 -0.18 -0.1186
H -3.9142 -4.2771 -2.7735 -0.10 0.00 -0.14 0.0841
H -3.5051 -4.0660 -1.0760 -0.05 -0.09 0.10 0.0677
H -2.2902 -4.6731 -2.2101 0.05 -0.16 -0.01 0.0760
H -4.7119 -1.8540 -2.7120 -0.08 -0.03 -0.12 0.0847
H -3.5684 -0.5715 -2.2879 -0.06 0.23 -0.02 0.0552
H -4.1587 -1.6788 -1.0492 -0.09 0.05 0.16 0.0757
H -3.2079 -2.5804 -4.4758 -0.15 -0.01 -0.09 0.0830
H -1.5955 -3.1992 -4.1311 0.09 -0.05 -0.13 0.0690
H -1.9024 -1.4598 -4.0809 0.08 0.18 -0.18 0.0538
H 0.5028 -2.0558 -3.5606 -0.03 0.14 -0.14 0.0975
H 2.1222 -3.5595 -4.6373 0.05 0.06 -0.07 0.1034
H 2.7978 -5.6474 -3.5178 0.04 -0.06 0.00 0.1003
H 1.8558 -6.1994 -1.3031 0.03 -0.08 0.07 0.1006
H 0.2330 -4.7053 -0.2395 -0.02 -0.07 0.09 0.0852
H -1.7137 -4.5778 0.5618 0.01 -0.14 0.00 0.0880
H -2.5286 -4.8081 2.8536 0.02 -0.03 0.04 0.1014
H -3.1046 -2.7988 4.1759 -0.07 -0.01 0.04 0.1017
H -2.9921 -0.5665 3.1070 -0.01 0.06 0.05 0.1082
H -2.2179 -0.3613 0.7806 0.05 0.09 0.12 0.0876
```
Forces are in eV/Å.

The calculation puts the molar mass at 952.4 g/mol. For the LUMO energy, the calculation gives -0.39 eV. The energy above the lowest of the compared OMol25 structures with the same formula, charge and spin comes out at 1.738 eV.

***

Record 3
Molecular formula: H3IO3Si
Method: DFT, ωB97M-V/def2-TZVPD

Structure (XYZ):
```
8
Properties=species:S:1:pos:R:3:forces:R:3:lowdin_charge:R:1
O -0.3346 1.5077 0.5042 2.72 2.25 2.75 -0.2046
O -0.5857 0.0186 -1.6898 2.85 -0.62 -2.36 -0.1926
O 1.4394 -1.0310 0.2682 -3.87 2.73 -6.50 -0.2656
Si -0.4367 0.0379 -0.1016 3.60 -2.68 1.25 -0.0951
I -2.2411 -1.1818 0.9103 0.12 0.05 -0.03 0.5658
H 0.4053 1.8839 1.1716 -2.71 -1.69 -2.55 0.1717
H 0.3119 -0.1439 -2.2093 -2.83 0.51 1.65 0.1538
H 1.4416 -1.0913 1.1464 0.12 -0.54 5.79 -0.1333
```
Forces are in eV/Å.

The SMILES is O[Si](O)(O)I. The calculation puts the molar mass at 206.0 g/mol. For the LUMO energy, the calculation gives -0.03 eV. The energy above the lowest of the compared OMol25 structures with the same formula, charge and spin comes out at 2.705 eV.

***

Record 4
Molecular formula: C23H20Cl2N4O3PdSe
Method: DFT, ωB97M-V/def2-TZVPD

Structure (XYZ):
```
54
Properties=species:S:1:pos:R:3:forces:R:3:lowdin_charge:R:1
Pd 1.5612 1.6622 -0.4621 0.91 2.03 0.80 0.9850
Cl 3.6259 3.5490 1.0434 0.01 -0.05 -0.04 0.5506
C 3.5143 2.9384 2.6949 0.04 0.05 0.08 -0.9728
Cl 2.2999 1.6563 2.7615 0.14 0.14 0.16 0.6084
H 3.2142 3.7523 3.3438 -0.07 -0.02 0.00 0.0307
H 4.4770 2.5404 2.9921 -0.02 -0.09 -0.03 0.0322
O 3.0016 -1.0102 -0.0423 0.06 -0.01 -0.12 0.0355
C 1.9078 -1.0185 0.4819 -0.18 -0.17 0.31 -0.5938
N 1.3138 -2.0601 1.1359 -0.05 -0.02 -0.09 0.1564
C 0.0073 -1.7190 1.6695 -0.02 -0.02 0.08 -0.2677
C -0.0756 -0.2202 1.2697 0.23 -0.09 -0.22 -0.4770
O -0.9779 0.5316 1.5495 -0.15 0.06 0.02 0.0810
N 1.0410 0.0654 0.5470 0.12 -0.43 -0.19 -0.0661
C -1.1361 -2.4426 0.9614 0.03 0.03 0.02 -0.1566
C -2.4370 -2.2653 1.4268 -0.01 0.00 0.01 -0.0206
C -3.4967 -2.8865 0.7895 0.00 -0.01 -0.01 -0.0698
C -3.2700 -3.6958 -0.3179 -0.01 0.00 0.01 -0.0921
C -1.9790 -3.8685 -0.7871 0.01 0.01 -0.01 -0.0827
C -0.9140 -3.2386 -0.1525 -0.01 0.01 -0.03 -0.0262
C -0.0372 -1.9367 3.1773 0.00 -0.05 -0.04 -0.1456
C -0.1595 -3.2413 3.6505 0.04 -0.01 0.00 -0.0299
C -0.1177 -3.5068 5.0089 -0.01 0.00 0.01 -0.0758
C 0.0316 -2.4657 5.9158 0.00 -0.01 0.00 -0.0882
C 0.1356 -1.1645 5.4524 -0.01 0.01 -0.01 -0.0699
C 0.1011 -0.8997 4.0891 -0.03 0.02 0.01 -0.0278
H 1.8151 -2.9070 1.3379 -0.02 0.01 0.05 0.1611
H -2.6139 -1.6303 2.2853 0.01 0.00 0.01 0.1257
H -4.5036 -2.7400 1.1581 -0.01 0.00 0.00 0.1039
H -4.0988 -4.1861 -0.8118 0.00 0.00 0.00 0.1000
H -1.7934 -4.4919 -1.6524 0.00 -0.01 0.00 0.1006
H 0.0911 -3.3614 -0.5338 0.00 -0.02 0.01 0.1096
H -0.3002 -4.0549 2.9478 0.00 0.00 -0.01 0.1216
H -0.2114 -4.5261 5.3605 0.00 0.00 0.01 0.1030
H 0.0549 -2.6688 6.9784 0.00 0.00 0.00 0.1013
H 0.2356 -0.3447 6.1519 0.00 0.00 0.00 0.1049
H 0.1483 0.1243 3.7461 0.00 0.01 0.00 0.0761
O 0.5449 1.0270 -1.8385 0.35 0.64 -2.86 -0.2917
Se 1.7952 5.5871 -3.4083 0.04 0.21 -0.24 0.5261
C 1.9536 4.2685 -2.2538 0.02 -0.37 0.47 -0.9726
N 2.0573 3.3904 -1.4859 -0.20 -0.57 -0.09 -0.1438
N 1.1344 1.5219 -3.5260 -1.54 -1.93 1.68 0.1495
C 0.1072 2.2349 -4.2304 -0.41 0.54 0.26 -0.2728
C -1.1613 2.3809 -3.6837 0.25 -0.29 0.05 -0.0074
C -2.1235 3.0862 -4.3869 -0.03 -0.05 0.15 -0.0595
C -1.8203 3.6456 -5.6130 0.16 0.12 -0.22 -0.0678
C -0.5414 3.5088 -6.1412 -0.38 0.15 -0.19 -0.0737
C 0.4224 2.8189 -5.4445 0.48 -0.37 -0.08 -0.0604
H 2.0808 1.7820 -3.7992 0.13 0.37 0.82 0.1491
H 1.0288 0.5122 -3.5414 0.15 -0.05 -0.70 0.1419
H -1.3597 1.9433 -2.7197 -0.12 0.05 0.08 0.1079
H -3.1119 3.2080 -3.9655 0.01 -0.03 0.03 0.1114
H -2.5754 4.1982 -6.1556 0.02 0.01 -0.02 0.1082
H -0.2924 3.9449 -7.0986 -0.02 0.02 0.00 0.1115
H 1.4058 2.6727 -5.8750 0.07 0.19 0.06 0.1189
```
Forces are in eV/Å.

The calculation puts the molar mass at 656.7 g/mol. For the LUMO energy (alpha / beta), the calculation gives -2.37 / -2.37 eV. The energy above the lowest of the compared OMol25 structures with the same formula, charge and spin comes out at 1.614 eV.